ORCA calculation (ωB97M-V/def2-TZVPD) on a structure of composition C42H44O4Pt.

Last column: Löwdin charge in e.
Element x y z (Å)
Pt  0.282  0.225  1.098  1.274
C  2.457  3.087  4.548  -0.055
C  1.899  2.831  3.145  -0.377
C  2.929  2.118  2.272  -0.074
C  0.580  2.094  3.258  -0.230
C  -0.603  2.819  3.316  -0.023
C  -1.807  2.189  3.521  -0.044
C  -1.907  0.803  3.636  -0.275
C  -3.235  0.119  3.771  -0.038
C  -0.726  0.068  3.577  -0.069
C  0.504  0.699  3.413  -0.160
H  3.381  3.664  4.492  0.080
H  2.677  2.141  5.050  0.086
H  1.746  3.636  5.166  0.081
H  1.676  3.795  2.682  0.138
H  3.217  1.153  2.696  0.072
H  3.837  2.719  2.198  0.086
H  2.544  1.951  1.264  0.069
H  -0.564  3.894  3.194  0.127
H  -2.716  2.780  3.561  0.124
H  -3.582  -0.235  2.797  0.079
H  -3.988  0.800  4.167  0.081
H  -3.169  -0.744  4.432  0.083
H  -0.740  -1.013  3.662  0.125
H  1.403  0.093  3.470  0.117
C  0.017  -1.471  -4.355  0.022
C  -0.739  -1.610  -3.050  -0.552
C  -1.942  -2.527  -3.154  0.023
O  -1.265  -0.308  -2.688  -0.029
C  -0.526  0.320  -1.666  -0.269
C  -0.133  -2.044  -0.745  -0.217
O  0.226  -2.101  -2.125  -0.048
C  1.043  -2.395  0.240  -0.417
O  0.786  -1.718  1.459  -0.298
C  1.082  -3.885  0.528  -0.145
C  0.481  -4.822  -0.294  -0.030
C  0.582  -6.182  -0.006  -0.079
C  1.283  -6.607  1.105  -0.096
C  1.900  -5.668  1.932  -0.075
C  1.805  -4.322  1.641  -0.014
C  2.419  -2.018  -0.335  -0.139
C  2.903  -2.633  -1.492  -0.018
C  4.149  -2.312  -1.996  -0.072
C  4.950  -1.377  -1.348  -0.092
C  4.494  -0.784  -0.184  -0.075
C  3.240  -1.109  0.319  -0.044
C  -1.034  1.676  -1.095  -0.406
O  -0.342  1.913  0.135  -0.291
C  -2.551  1.622  -0.894  -0.138
C  -3.093  1.671  0.381  -0.028
C  -4.469  1.633  0.574  -0.080
C  -5.323  1.545  -0.513  -0.093
C  -4.788  1.503  -1.796  -0.073
C  -3.417  1.546  -1.984  -0.013
C  -0.715  2.853  -2.007  -0.138
C  -0.817  4.139  -1.480  -0.016
C  -0.558  5.245  -2.268  -0.078
C  -0.197  5.084  -3.601  -0.097
C  -0.099  3.811  -4.134  -0.079
C  -0.357  2.697  -3.340  -0.023
H  -0.645  -1.070  -5.122  0.095
H  0.399  -2.439  -4.677  0.095
H  0.860  -0.794  -4.216  0.094
H  -2.635  -2.130  -3.895  0.096
H  -2.473  -2.588  -2.204  0.091
H  -1.624  -3.525  -3.457  0.096
H  0.507  0.508  -1.993  0.166
H  -0.959  -2.728  -0.531  0.147
H  -0.053  -4.508  -1.185  0.108
H  0.106  -6.903  -0.659  0.101
H  1.358  -7.664  1.330  0.098
H  2.458  -5.995  2.800  0.101
H  2.279  -3.582  2.272  0.119
H  2.298  -3.374  -1.997  0.116
H  4.504  -2.798  -2.896  0.102
H  5.926  -1.126  -1.744  0.099
H  5.116  -0.069  0.340  0.101
H  2.894  -0.672  1.245  0.076
H  -2.421  1.757  1.221  0.077
H  -4.874  1.679  1.579  0.095
H  -6.395  1.517  -0.368  0.099
H  -5.446  1.445  -2.654  0.102
H  -3.013  1.526  -2.987  0.118
H  -1.093  4.250  -0.439  0.118
H  -0.637  6.240  -1.847  0.100
H  0.004  5.951  -4.219  0.098
H  0.180  3.677  -5.172  0.101
H  -0.290  1.707  -3.772  0.106
C  -0.591  -0.622  -0.482  -0.219
H  -1.638  -0.624  -0.153  0.144
H  0.809  -0.094  -0.267  0.102

Calculated values
Net charge ... 0
ΔE to the lowest compared entry with this formula, charge and spin ... 0.0 kcal/mol

***

ORCA calculation (ωB97M-V/def2-TZVPD) on a structure of composition C15H22N2O4S.

Last column: Löwdin charge in e.
Element x y z (Å)
C  -0.155  -4.007  0.385  -0.140
C  0.549  -5.052  1.023  -0.302
H  0.548  -5.980  0.289  0.143
C  2.066  -4.761  1.450  -0.179
N  2.272  -3.551  2.406  -0.250
S  3.275  -2.535  2.258  0.648
O  3.379  -1.900  3.627  -0.337
O  4.503  -3.056  1.398  -0.381
C  2.462  -1.496  0.954  -0.198
C  1.381  -0.590  1.530  0.029
C  0.589  -0.019  0.540  -0.010
C  1.008  0.001  -0.812  -0.173
C  2.046  -0.580  -1.154  -0.086
C  2.571  -1.561  -0.388  -0.078
H  3.541  -2.129  -0.753  0.168
H  2.034  -0.827  -2.149  0.124
C  0.133  1.032  -1.568  -0.394
O  -0.178  0.482  -2.704  -0.016
N  -0.242  2.200  -1.426  0.053
H  -0.001  2.378  -0.306  0.235
C  -0.904  3.064  -2.087  -0.109
H  -0.592  3.860  -2.057  0.018
C  -2.487  3.169  -1.492  -0.317
H  -3.004  2.149  -1.312  0.190
C  -2.251  3.890  -0.327  -0.185
H  -2.609  3.276  0.694  0.157
H  -1.330  4.511  0.236  0.182
C  -3.508  4.949  -0.312  -0.201
H  -3.274  5.808  0.576  0.183
C  -3.466  5.352  -1.598  -0.203
H  -4.350  5.691  -2.162  0.137
O  -3.075  4.099  -2.337  -0.096
H  -2.633  6.009  -1.912  0.138
H  -4.347  4.659  0.187  0.068
H  -1.057  2.660  -2.990  0.117
H  -0.274  0.673  0.903  0.141
H  1.312  -0.585  2.461  0.015
H  1.756  -4.016  3.499  0.306
H  2.609  -4.563  0.566  0.065
H  2.502  -5.899  1.892  0.186
H  -0.069  -5.367  2.097  0.165
H  -0.211  -3.353  1.126  0.036
H  -1.040  -4.350  0.182  0.035
H  0.523  -3.737  -0.433  0.113

Calculated values
Net charge ... 0
ΔE to the lowest compared entry with this formula, charge and spin ... 411.3 kcal/mol

***

ORCA calculation (ωB97M-V/def2-TZVPD) on the molecule C5H10O2.

Last column: Löwdin charge in e.
Element x y z (Å)
C  1.815  -0.196  -0.845  -0.033
C  0.865  0.348  0.200  -0.335
O  0.130  1.436  -0.361  -0.107
C  -1.192  1.379  0.146  -0.201
C  -1.513  -0.108  0.165  -0.105
C  -0.199  -0.674  0.713  -0.337
O  0.048  -2.026  0.403  -0.024
H  2.497  0.594  -1.169  0.084
H  1.261  -0.545  -1.723  0.086
H  2.397  -1.029  -0.440  0.086
H  1.441  0.718  1.061  0.146
H  -1.834  1.981  -0.503  0.124
H  -1.247  1.793  1.169  0.126
H  -2.390  -0.383  0.760  0.122
H  -1.666  -0.459  -0.867  0.126
H  -0.215  -0.652  1.809  0.151
H  -0.197  -2.177  -0.517  0.092

Calculated values
Net charge ... 0
ΔE to the lowest compared entry with this formula, charge and spin ... 31.0 kcal/mol
Structure (SMILES) ... C[C@H]1OCC[C@H]1O

***

ORCA calculation (ωB97M-V/def2-TZVPD) on a structure of composition C19H21N7OSSe2Zn.

Last column: Löwdin charge in e.
Element x y z (Å)
Zn  11.945  13.841  5.179  0.570
Se  11.774  16.050  8.211  0.755
Se  13.084  14.360  7.518  0.722
C  14.216  15.102  6.135  -0.573
C  15.338  15.854  6.365  -0.080
C  16.156  16.161  5.319  -0.009
C  15.730  15.851  3.999  0.011
C  14.486  15.263  3.854  -0.128
N  13.769  14.843  4.857  -0.052
C  10.677  16.379  6.647  -0.614
C  9.801  17.442  6.770  -0.074
C  9.111  17.788  5.621  -0.014
C  9.418  17.182  4.402  -0.017
C  10.405  16.214  4.434  -0.134
N  10.935  15.715  5.541  -0.046
H  15.652  16.193  7.364  0.139
H  17.106  16.669  5.463  0.133
H  16.317  16.226  3.142  0.134
H  13.927  15.216  2.915  0.135
H  9.664  17.863  7.747  0.112
H  8.390  18.585  5.677  0.127
H  8.863  17.435  3.481  0.137
H  10.679  15.733  3.486  0.126
C  8.480  6.887  6.927  -0.014
C  8.630  8.335  6.504  -0.235
C  9.252  9.278  7.354  0.003
C  9.350  10.639  6.966  -0.096
C  8.931  11.002  5.708  -0.485
C  8.479  10.069  4.848  -0.073
C  8.269  8.774  5.248  -0.010
S  9.065  12.706  5.375  0.984
C  7.574  13.006  4.498  -0.215
O  10.280  12.967  4.485  -0.561
H  8.441  6.177  6.036  0.119
H  7.713  6.851  7.598  0.055
H  9.433  6.583  7.395  0.096
H  9.725  8.919  8.325  0.148
H  9.805  11.305  7.707  0.121
H  8.243  10.374  3.814  0.137
H  7.797  8.051  4.649  0.115
H  7.536  12.500  3.563  0.057
H  7.429  14.120  4.463  0.084
H  6.753  12.608  5.081  0.082
N  15.622  10.042  4.757  0.128
N  14.355  10.566  4.872  -0.274
N  13.282  9.760  5.054  0.177
C  12.334  10.655  5.115  -0.107
N  12.884  11.955  5.043  -0.062
N  14.168  11.833  4.875  0.096
H  16.102  10.546  3.979  0.125
H  15.536  9.039  4.416  0.144
H  11.256  10.481  5.253  0.103

Calculated values
Net charge ... +2
ΔE to the lowest compared entry with this formula, charge and spin ... 15.0 kcal/mol

***

ORCA calculation (ωB97M-V/def2-TZVPD) on a structure of composition CH2N2P2.

Last column: Löwdin charge in e.
Element x y z (Å)
C  -1.710  -0.241  0.069  -0.568
N  -2.632  -0.910  0.071  0.082
N  0.636  0.168  -0.531  -0.777
P  2.133  -0.032  -0.292  0.753
P  -0.560  1.079  0.142  0.684
H  2.394  -0.846  -1.303  -0.191
H  -0.261  0.783  1.844  0.016

Calculated values
Net charge ... 0
ΔE to the lowest compared entry with this formula, charge and spin ... 59.5 kcal/mol

***

Number 1: lowest unoccupied orbital energy 0.10 eV, HOMO-LUMO gap 8.59 eV. Number 2: lowest unoccupied orbital energy -0.14 eV, HOMO-LUMO gap 8.75 eV. Number 3: lowest unoccupied orbital energy 0.97 eV, HOMO-LUMO gap 10.67 eV. Number 4: lowest unoccupied orbital energy -5.87 eV, HOMO-LUMO gap 8.56 eV. Number 5: lowest unoccupied orbital energy -1.27 eV, HOMO-LUMO gap 8.51 eV.